{"formula": "C13H23BCoN6OSi", "method": "ωB97M-V/def2-TZVPD", "multiplicity": 4, "e_tot_ev": -71006.5728, "max_force_ha_per_bohr": 0.075, "charge": 2, "homo_energy_ev": [-14.66, -14.63], "symbols": ["C", "N", "N", "C", "C", "B", "N", "N", "C", "C", "C", "Co", "N", "N", "C", "C", "C", "H", "H", "H", "H", "H", "H", "H", "H", "H", "H", "H", "C", "H", "H", "H", "C", "Si", "C", "C", "O", "H", "H", "H", "H", "H", "H", "H", "H", "H"], "positions_angstrom": [[-1.5811, -2.4214, -0.3830], [-1.3989, -1.1131, -0.7323], [-2.5084, -0.7614, -1.5117], [-3.2826, -1.8394, -1.7165], [-2.7439, -2.9036, -1.0051], [-2.6369, 0.7141, -2.0108], [-2.4791, 1.7022, -0.8283], [-1.4232, 1.5224, 0.0626], [-1.5068, 2.5501, 0.9569], [-2.5316, 3.4269, 0.5753], [-3.0893, 2.8699, -0.5697], [-0.0476, 0.2843, -0.6212], [-1.4596, 0.8794, -2.9985], [-0.1562, 0.6639, -2.5508], [0.6570, 0.8749, -3.6335], [-0.1361, 1.1867, -4.7640], [-1.4584, 1.1749, -4.3052], [1.7305, 0.8147, -3.6093], [-2.4108, 1.3567, -4.7718], [0.1748, 1.4082, -5.7657], [-3.6790, 0.8538, -2.5681], [-3.8712, 3.1864, -1.2621], [-4.1865, -1.7651, -2.3201], [-2.8369, 4.3600, 1.0525], [-3.1851, -3.8881, -0.9344], [-0.8046, 2.6408, 1.7701], [-0.9282, -2.9843, 0.2730], [1.7272, 1.8431, -1.2548], [1.5449, 1.3952, -0.2416], [1.3577, 2.2461, 0.4500], [1.4955, -0.2114, 1.5136], [2.4530, 0.8598, 0.1273], [2.5462, -0.0500, 4.1934], [2.5617, -1.4257, 2.9219], [4.1357, -1.3634, 1.9211], [1.9942, -3.1364, 3.4154], [1.2781, -1.0367, 1.9576], [3.2634, -0.3478, 4.9756], [1.5400, 0.0711, 4.6384], [2.8395, 0.9440, 3.7977], [4.9056, -1.7158, 2.6335], [4.1351, -2.0376, 1.0421], [4.4414, -0.3583, 1.5647], [0.9707, -3.0727, 3.8176], [1.9430, -3.7958, 2.5327], [2.6471, -3.6015, 4.1648]], "forces_ev_per_angstrom": [[-0.8, 0.7, -1.1], [-2.0, -1.5, -0.2], [1.1, -0.2, 0.8], [0.3, 0.4, 0.6], [0.1, 0.0, 0.1], [-0.1, -0.6, -0.3], [1.4, -0.1, 0.4], [-0.9, 1.1, 0.6], [-0.3, -0.1, -1.4], [0.1, 0.1, 0.3], [0.0, -0.8, -0.1], [-0.6, 0.7, -0.3], [1.3, 0.0, 0.2], [0.0, 0.6, -1.6], [-1.9, 0.2, -0.5], [0.0, -0.2, 1.2], [0.8, -0.2, 0.9], [0.1, -0.1, 0.3], [0.1, 0.1, -0.3], [0.2, 0.0, -0.1], [0.0, 0.1, 0.0], [0.2, 0.0, 0.6], [0.3, 0.0, 0.3], [0.2, -0.5, -0.2], [0.2, 0.1, 0.0], [0.0, 0.0, 0.0], [0.1, 0.4, -0.2], [0.1, -0.5, 1.0], [0.6, 1.3, -0.3], [-0.2, -0.7, -0.4], [-0.2, 0.6, -0.5], [-0.6, -0.1, -0.5], [0.0, 2.6, 1.7], [-1.6, -3.5, -0.5], [1.9, 0.8, -0.7], [0.4, 0.3, 0.5], [0.2, 0.7, -0.2], [0.0, -0.3, -0.4], [0.3, -0.6, -0.5], [0.0, -0.7, -0.1], [-0.3, 0.1, -0.1], [-0.6, 0.1, 0.6], [-0.3, -0.5, 0.4], [0.3, 0.0, 0.0], [0.2, 0.3, 0.2], [-0.2, 0.0, -0.1]], "nbo_charge": [0.0020, -0.4763, -0.3084, 0.0508, -0.3256, 0.5245, -0.3196, -0.4073, 0.0076, -0.3213, 0.0610, 1.4532, -0.3185, -0.4304, 0.0046, -0.3143, 0.0606, 0.2351, 0.2524, 0.2641, 0.0053, 0.2571, 0.2554, 0.2686, 0.2610, 0.2219, 0.2276, 0.2580, -0.8721, 0.2311, 0.4945, 0.1931, -0.9073, 1.8497, -1.0087, -1.1438, -0.8745, 0.3027, 0.2974, 0.2783, 0.2953, 0.3008, 0.2740, 0.2803, 0.2832, 0.2768]}

---

{"formula": "C13H23BrFN6O3", "method": "ωB97M-V/def2-TZVPD", "e_tot_ev": -101681.3826, "max_force_ha_per_bohr": 0.137, "charge": 1, "homo_energy_ev": -12.44, "symbols": ["C", "C", "N", "N", "C", "C", "C", "N", "C", "N", "C", "N", "C", "C", "C", "Br", "N", "H", "H", "H", "H", "H", "H", "H", "H", "H", "H", "H", "H", "H", "H", "H", "H", "H", "H", "H", "H", "C", "C", "O", "C", "O", "O", "F", "H", "H", "H"], "positions_angstrom": [[-0.5179, -1.3513, 1.4658], [-2.1065, -1.2123, 1.9595], [-2.6804, 0.1821, 1.7055], [-3.1450, 0.2085, 0.3709], [-4.5021, -0.3997, 0.1007], [-5.5075, 0.5085, -0.8198], [-6.0583, 2.0150, -0.4856], [-5.9352, -0.0646, -2.0203], [-2.2810, 0.7421, -0.5526], [-2.5188, 0.8491, -2.0422], [-1.2414, 1.5374, -2.5680], [-0.1986, 1.8154, -1.4654], [1.1723, 2.4364, -1.6256], [2.1330, 2.3502, -0.2984], [3.3586, 1.2237, -0.4411], [3.0571, 4.1187, 0.1193], [-0.8733, 1.3365, -0.3383], [-0.4030, -1.2218, 0.2883], [0.2124, -0.6631, 2.0671], [-0.2006, -2.4688, 1.7141], [-2.2287, -1.4545, 3.1220], [-2.6803, -2.0693, 1.3948], [-3.4571, 0.4081, 2.3712], [-4.3598, -1.5159, -0.2892], [-5.0308, -0.5159, 1.1641], [-5.2355, 2.6092, 0.0973], [-7.0718, 1.9328, 0.1398], [-6.3285, 2.5338, -1.5262], [-5.5216, -1.0403, -2.0718], [-1.0095, 1.8496, -3.6743], [1.7622, 1.8805, -2.4980], [1.1103, 3.5681, -1.9663], [1.5512, 2.0712, 0.6827], [3.3356, 0.5430, 0.5254], [3.2234, 0.5158, -1.3661], [4.4084, 1.7760, -0.5675], [-0.5134, 1.3436, 0.6422], [6.2177, -2.9097, -0.0621], [6.2242, -2.1950, 1.2459], [4.8612, -1.9215, 1.4787], [4.1860, -2.9248, 0.8510], [3.0124, -3.1901, 1.0518], [4.9867, -3.6035, -0.0263], [6.8842, -1.0191, 1.1496], [6.2245, -2.2267, -0.9181], [7.0564, -3.6042, -0.1608], [6.6289, -2.7830, 2.0766]], "forces_ev_per_angstrom": [[-0.5, -1.0, 0.3], [1.0, -1.2, 0.8], [0.6, -1.5, 0.3], [0.6, 1.3, -0.8], [-1.5, -0.4, 0.4], [-1.2, -2.1, -4.7], [0.0, -0.8, -0.3], [2.2, 1.5, 5.6], [3.2, 2.2, -4.7], [5.8, 2.5, 2.3], [-0.5, -1.1, 4.3], [-5.8, -1.9, -3.6], [2.1, 1.0, -0.4], [0.4, -1.5, 0.5], [0.1, 0.0, 0.1], [-1.1, -1.2, -0.5], [-3.2, -1.6, 1.9], [-0.3, -0.2, 2.7], [-1.5, -1.1, -1.2], [-0.6, 2.4, -0.6], [0.5, 0.7, -2.6], [0.8, 1.8, 1.0], [0.9, -0.3, -1.1], [-0.5, 2.6, 0.4], [1.4, 0.4, -2.2], [-1.7, -1.0, -1.1], [2.4, 0.2, -1.2], [0.8, -1.3, 2.4], [-0.5, 1.4, 0.0], [-0.7, -0.8, 2.5], [-1.6, 1.0, 1.9], [-0.4, -2.4, 0.9], [1.0, 0.8, -2.1], [0.3, 1.5, -2.0], [0.0, 1.4, 1.7], [-2.5, -1.3, 0.4], [-0.1, 0.2, -1.5], [0.9, -0.5, -0.9], [0.6, 0.7, 0.3], [-0.3, -0.8, -0.2], [-2.9, -1.0, 0.1], [2.6, 0.8, -0.5], [-0.9, 0.4, 0.8], [0.1, 0.1, 0.2], [0.1, 0.1, 0.2], [-0.3, 0.0, 0.0], [0.0, 0.2, 0.0]], "nbo_charge": [-0.6624, -0.2529, -0.4660, -0.2846, -0.3025, 0.2631, -0.6911, -0.5569, 0.6158, -0.4537, 0.2524, -0.2043, -0.2645, -0.2527, -0.6578, 0.0309, -0.4012, 0.2164, 0.2203, 0.2596, 0.2317, 0.1988, 0.3899, 0.2447, 0.2443, 0.2233, 0.2561, 0.2735, 0.3301, 0.2730, 0.2539, 0.2673, 0.2250, 0.2454, 0.2193, 0.2567, 0.4569, -0.1328, 0.4396, -0.4864, 0.9601, -0.5742, -0.4678, -0.3211, 0.2024, 0.2188, 0.1639]}

---

{"formula": "C13H23F3HgNO4P2", "method": "ωB97M-V/def2-TZVPD", "e_tot_ev": -54431.5001, "max_force_ha_per_bohr": 0.035, "charge": 1, "homo_energy_ev": [-12.12, -11.08], "symbols": ["Hg", "P", "C", "C", "N", "C", "C", "C", "C", "C", "P", "H", "H", "H", "H", "H", "H", "H", "H", "O", "H", "H", "O", "H", "C", "H", "H", "H", "C", "H", "H", "H", "C", "H", "H", "H", "C", "H", "H", "H", "F", "C", "F", "F", "C", "O", "O"], "positions_angstrom": [[-1.0563, -0.2199, 0.6139], [0.7113, 0.8980, 2.0897], [1.9289, 1.4067, 0.9319], [2.0609, 0.7248, -0.3081], [1.0470, -0.0889, -0.7635], [1.0962, -0.7008, -1.9438], [2.2432, -0.6445, -2.7436], [3.3346, 0.1218, -2.3096], [3.2489, 0.8300, -1.1035], [-0.1142, -1.5315, -2.3915], [-1.7097, -0.9479, -1.6807], [4.0641, 1.4287, -0.7102], [2.2576, -1.2025, -3.6774], [4.2401, 0.1751, -2.9029], [-0.2290, -1.5257, -3.4879], [-0.0066, -2.5711, -2.0384], [1.4730, 3.8883, -0.2839], [2.7627, 2.0493, 1.2614], [-1.6352, 3.9408, -0.8615], [0.8501, 4.5365, -0.6965], [1.3242, 5.3781, -0.6460], [-2.2685, 0.9341, 0.8738], [-2.5521, 3.5841, -0.7576], [-2.5474, 2.7302, -1.1918], [-2.2631, 0.3874, -2.7732], [-2.3796, -0.0251, -3.7969], [-3.2313, 0.7884, -2.4070], [-1.5129, 1.2044, -2.7718], [-2.8881, -2.3145, -1.8163], [-3.8821, -1.9758, -1.4597], [-2.9548, -2.6413, -2.8758], [-2.5546, -3.1525, -1.1702], [1.5073, -0.2111, 3.3031], [2.3003, 0.3495, 3.8319], [0.7732, -0.6068, 4.0234], [1.9467, -1.0654, 2.7623], [-0.0767, 2.2819, 2.9686], [-0.7612, 1.8841, 3.7416], [0.7186, 2.8898, 3.4361], [-0.6516, 2.8854, 2.2426], [-1.5036, -4.5793, 3.4932], [-0.5133, -3.9389, 2.8253], [0.4647, -3.5888, 3.7294], [0.0332, -4.8010, 1.9115], [-0.9639, -2.6408, 2.0455], [-2.1348, -2.2184, 2.0802], [0.0039, -2.1049, 1.4041]], "forces_ev_per_angstrom": [[-0.1, 0.2, 0.4], [-1.6, -0.6, 0.7], [1.0, 0.0, -0.2], [0.5, -0.7, -1.2], [0.0, 0.5, -0.2], [0.0, 0.0, 0.5], [0.4, 0.3, 0.1], [-0.5, 0.1, 0.5], [-0.7, -0.3, 0.1], [-0.1, 0.1, 0.2], [0.1, -0.1, 0.3], [0.0, -0.1, -0.3], [0.1, 0.2, 0.1], [-0.1, 0.0, 0.0], [0.3, -0.1, 0.3], [0.1, 0.3, -0.2], [-0.8, 0.8, -0.5], [-0.5, -0.2, -0.3], [-1.0, -0.4, 0.1], [0.9, -0.8, 0.6], [-0.2, -0.1, -0.1], [0.1, 0.1, 0.0], [1.1, 0.5, 0.1], [0.1, -0.1, -0.1], [-0.2, 0.2, -0.2], [0.0, 0.4, 0.5], [0.5, -0.3, -0.3], [-0.4, -0.5, -0.1], [-0.2, -0.3, -0.2], [0.6, -0.2, -0.2], [-0.1, 0.1, 0.6], [-0.2, 0.5, -0.4], [0.4, 0.0, -0.1], [-0.4, -0.3, -0.1], [0.2, 0.3, -0.3], [-0.2, 0.4, 0.2], [0.6, 0.3, 0.0], [0.4, 0.1, -0.4], [-0.5, -0.1, 0.0], [0.3, -0.3, 0.4], [1.2, 0.8, -0.8], [0.1, -0.1, 0.0], [-1.0, -0.5, -0.9], [-0.5, 0.6, 1.1], [-0.8, 0.1, 0.1], [1.4, -0.7, 0.0], [-0.4, -0.3, 0.1]], "nbo_charge": [1.2815, 0.9355, -0.4955, 0.1317, -0.5219, 0.2409, -0.1970, -0.1490, -0.1765, -0.7610, 0.8884, 0.2347, 0.2395, 0.2462, 0.2554, 0.2827, 0.4661, 0.2413, 0.4872, -0.9490, 0.4854, -0.2105, -0.9358, 0.4531, -0.9690, 0.2559, 0.2680, 0.2590, -0.9579, 0.2764, 0.2509, 0.2769, -0.9392, 0.2488, 0.2758, 0.2846, -0.9531, 0.2757, 0.2464, 0.2751, -0.2982, 0.8939, -0.3286, -0.3201, 0.6765, -0.6650, -0.8060]}

---

Among the records above, which one has the highest charge?
C13H23BCoN6OSi